# 1
Density functional theory data (wB97M-V/def2-TZVPD) for one molecule with the formula C5H7N.

Geometry as XYZ:
```
13
Properties=species:S:1:pos:R:3:mulliken_charge:R:1
C 0.529 -1.183 -0.162 -0.4684
C 1.257 0.019 -0.707 -0.3046
C 0.693 1.187 -0.414 -0.4870
C -0.584 0.957 0.339 0.0204
N -1.247 -0.233 -0.153 -0.4607
C -0.493 -0.297 1.125 -0.5151
H 1.095 -1.866 0.430 0.3681
H 0.095 -1.765 -1.031 0.2124
H 2.174 -0.110 -1.275 0.3780
H 1.099 2.168 -0.639 0.4153
H -1.281 1.756 0.563 0.3909
H -2.233 -0.340 -0.154 0.1759
H -1.122 -0.297 2.063 0.2748
```

Properties
- SMILES: C1=C[C@H]2N[C@H]2C1
- Kohn-Sham gap: 8.93 eV
- 2S+1: 1
- Charge: 0
- E_HOMO: -7.701 eV
- E_tot: -6782.9432 eV
- Maximum force: 2.7 eV/A

=====

# 2
Density functional theory data (wB97M-V/def2-TZVPD) for one molecule with the formula C5H10N2O.

Geometry as XYZ:
```
18
Properties=species:S:1:pos:R:3:mulliken_charge:R:1
C -1.882 -1.457 0.129 -1.4911
C -0.979 -0.374 -0.204 1.0715
C -1.454 1.127 -0.032 -0.7588
C 0.245 -0.715 -0.058 -0.8586
C 2.621 -0.259 0.157 0.1863
H -2.405 -1.667 -0.812 0.3542
H -2.744 -1.317 0.722 0.4214
H -1.355 -2.403 0.307 0.2954
H -2.560 0.763 -0.540 0.2631
H -0.905 1.909 -0.583 0.3237
H -1.456 1.267 1.228 0.1990
H 0.632 -1.761 -0.025 0.2651
H 2.088 1.980 0.532 0.3020
H 1.463 1.917 -0.971 0.3027
H 3.294 0.700 0.170 0.1640
N 1.301 0.138 0.127 0.2668
N 1.088 1.568 0.004 -0.7489
O 3.006 -1.415 -0.151 -0.5578
```

Properties
- SMILES: CC(C)=CN(N)C=O
- Kohn-Sham gap: 8.77 eV
- 2S+1: 1
- Charge: 0
- E_HOMO: -8.191 eV
- E_tot: -10370.0848 eV
- Maximum force: 6.1 eV/A

=====

# 3
Density functional theory data (wB97M-V/def2-TZVPD) for one molecule with the formula C4H6N2O.

Geometry as XYZ:
```
13
Properties=species:S:1:pos:R:3:mulliken_charge:R:1
N -1.117 -0.712 1.647 -0.5940
C -0.459 -0.293 0.470 -0.1186
C 0.737 0.345 0.247 0.6410
O 1.599 0.684 1.259 -0.5742
C 0.885 0.536 -1.155 -0.5613
C -0.238 0.003 -1.746 -0.6717
N -1.038 -0.497 -0.762 0.0512
H -1.049 0.009 2.359 0.2819
H -0.685 -1.546 2.032 0.2576
H 2.107 1.453 0.976 0.3295
H 1.724 0.989 -1.668 0.3597
H -0.518 -0.062 -2.787 0.3861
H -1.949 -0.909 -0.874 0.2128
```

Properties
- SMILES: Nc1[nH]ccc1O
- Kohn-Sham gap: 8.65 eV
- 2S+1: 1
- Charge: 0
- E_HOMO: -7.739 eV
- E_tot: -9272.5691 eV
- Maximum force: 0.3 eV/A

=====

# 4
Density functional theory data (wB97M-V/def2-TZVPD) for one molecule with the formula C24H33N3O2.

Geometry as XYZ:
```
62
Properties=species:S:1:pos:R:3:mulliken_charge:R:1
C -0.438 -1.365 -5.777 -0.8033
O -0.456 -2.400 -4.826 -0.4651
C 0.370 -2.286 -3.737 0.5958
C 1.167 -1.191 -3.445 -0.6836
C 1.940 -1.169 -2.296 -0.2718
C 1.960 -2.233 -1.391 0.8629
C 1.171 -3.344 -1.722 -0.1158
C 0.393 -3.367 -2.859 -1.0208
H -0.212 -4.230 -3.089 0.4162
H 1.162 -4.218 -1.092 0.2556
N 2.776 -2.240 -0.257 -0.0220
C 2.297 -2.910 0.939 -1.5270
H 1.886 -3.889 0.705 0.4101
C 1.237 -2.052 1.636 -0.0374
N 1.793 -0.759 2.000 0.1610
C 2.334 -0.087 0.828 0.0861
C 3.379 -0.992 0.168 -1.7381
H 3.858 -0.490 -0.671 0.4573
H 4.153 -1.235 0.900 0.5274
H 2.809 0.843 1.139 0.4277
H 1.552 0.144 0.084 0.2051
C 0.879 0.039 2.811 -0.4278
C 1.564 1.256 3.433 -0.9387
C 0.563 1.984 4.324 -0.9480
C -0.667 2.380 3.510 -0.5242
N -1.285 1.182 2.979 0.2337
C -0.385 0.505 2.069 -0.6145
H -0.910 -0.364 1.667 0.2772
H -0.093 1.158 1.228 0.3187
C -2.613 1.384 2.404 -1.8436
C -2.604 2.018 1.034 0.4917
C -2.553 3.395 0.879 -0.4372
C -2.453 3.947 -0.389 -0.7283
C -2.394 3.138 -1.504 -0.6160
C -2.451 1.751 -1.364 0.4365
C -2.562 1.203 -0.094 0.2781
H -2.618 0.133 0.038 0.3292
O -2.389 1.028 -2.519 -0.4505
C -2.436 -0.377 -2.434 -0.5280
H -3.362 -0.721 -1.963 0.3797
H -2.405 -0.741 -3.459 0.1704
H -1.575 -0.778 -1.889 0.1167
H -2.310 3.554 -2.496 0.4450
H -2.416 5.020 -0.506 0.3731
H -2.600 4.037 1.746 0.4508
H -3.184 1.997 3.104 0.6318
H -3.086 0.397 2.348 0.3963
H -1.390 2.885 4.155 0.3913
H -0.365 3.080 2.710 0.2977
H 1.020 2.876 4.755 0.4471
H 0.250 1.328 5.138 0.4002
H 2.437 0.936 4.004 0.2784
H 1.896 1.943 2.653 0.3807
H 0.557 -0.614 3.632 0.2898
H 0.896 -2.548 2.547 0.5665
H 0.379 -1.960 0.946 0.0578
H 3.152 -3.049 1.605 0.4584
H 2.531 -0.284 -2.127 0.2037
H 1.196 -0.331 -4.096 0.3780
H -1.137 -1.666 -6.556 0.2265
H -0.764 -0.411 -5.348 0.2849
H 0.558 -1.240 -6.216 0.3468
```

Properties
- SMILES: COc1ccc(N2CCN([C@H]3CCCN(Cc4cccc(OC)c4)C3)CC2)cc1
- Kohn-Sham gap: 8.03 eV
- 2S+1: 1
- Charge: 0
- E_HOMO: -7.255 eV
- E_tot: -33988.1129 eV
- Maximum force: 0.5 eV/A

=====

# 5
Density functional theory data (wB97M-V/def2-TZVPD) for a 7-piece molecular cluster, C12H28ClO14 overall.

Geometry as XYZ:
```
55
Properties=species:S:1:pos:R:3:mulliken_charge:R:1
Cl -1.434 -1.721 -0.485 1.8364
O -1.053 -1.113 0.751 -0.6028
O -1.029 -0.898 -1.607 -0.6097
O -0.799 -3.000 -0.609 -0.6773
O -2.874 -1.851 -0.564 -0.8057
C 2.318 0.294 2.028 -1.0234
C 2.776 0.706 0.644 0.3782
C 1.665 1.117 -0.325 1.1738
O 2.082 2.347 -0.857 -0.4177
C 3.068 2.885 -0.061 0.5453
O 3.495 3.977 -0.185 -0.5537
O 3.444 1.981 0.851 -0.4097
H 1.696 1.090 2.436 0.1341
H 3.152 0.050 2.681 0.3924
H 1.681 -0.595 1.984 0.2472
H 3.527 0.017 0.254 0.2403
H 0.743 1.220 0.249 -0.5751
H 1.593 0.327 -1.068 -0.3847
C -1.407 1.836 2.544 -1.4026
C -0.828 3.023 1.796 1.0437
C -1.759 4.242 1.777 -0.3082
O -0.902 5.310 2.208 -0.3667
C 0.201 4.819 2.761 0.5599
O 0.969 5.470 3.390 -0.5648
O 0.318 3.490 2.522 -0.4210
H -2.002 1.199 1.885 0.2017
H -2.069 2.101 3.370 0.5220
H -0.602 1.224 2.946 0.2632
H -0.556 2.783 0.767 -0.0575
H -2.555 4.165 2.521 0.2636
H -2.193 4.449 0.803 0.2690
C 2.501 -3.034 0.449 -0.1630
O 1.760 -3.283 1.625 -0.5671
H 2.317 -3.822 -0.294 0.2975
H 2.169 -2.138 -0.092 -0.2378
H 3.557 -2.945 0.695 0.3601
H 0.854 -2.976 1.483 0.3076
C 2.312 -1.741 -3.223 0.0019
O 1.139 -1.675 -4.011 -0.5683
H 2.341 -0.935 -2.488 -0.1080
H 2.454 -2.720 -2.753 0.1651
H 3.164 -1.609 -3.896 0.3338
H 0.417 -1.454 -3.405 0.3294
C -2.964 1.875 -1.235 -0.2984
O -3.686 0.851 -1.875 -0.5838
H -2.831 1.661 -0.168 0.0133
H -1.983 2.041 -1.698 0.2368
H -3.540 2.794 -1.363 0.3243
H -3.280 -0.005 -1.678 0.2922
C -2.759 -5.606 -2.048 -0.4414
O -3.751 -4.710 -1.589 -0.5349
H -2.718 -5.676 -3.139 0.2270
H -1.781 -5.385 -1.617 0.1448
H -3.018 -6.602 -1.669 0.2309
H -3.341 -3.853 -1.419 0.3477
```

Properties
- Kohn-Sham gap: 10.24 eV
- 2S+1: 1
- Charge: -1
- E_HOMO: -7.629 eV
- E_tot: -54080.3926 eV
- Maximum force: 1.6 eV/A

=====

# 6
Density functional theory data (wB97M-V/def2-TZVPD) for one molecule with the formula C3H7FN2O.

Geometry as XYZ:
```
14
Properties=species:S:1:pos:R:3:mulliken_charge:R:1
C 0.145 0.065 0.674 0.4324
C -1.261 0.040 1.168 -0.6008
C 0.174 0.483 -0.783 -0.4960
H 0.812 -1.824 0.105 0.2699
H 0.456 -1.686 1.684 0.2447
H 0.649 0.861 1.234 0.1968
H -1.320 -0.037 2.232 0.3111
H -1.813 -0.769 0.753 0.3553
H -0.508 1.200 -1.093 0.5527
H 1.674 0.618 -3.277 0.3816
N 0.900 -1.195 0.904 -0.6365
N 1.081 0.135 -1.614 -0.3388
O 0.875 0.877 -2.775 -0.3807
F -1.864 1.234 0.788 -0.2916
```

Properties
- SMILES: N[C@@H](/C=N/O)CF
- Kohn-Sham gap: 10.71 eV
- 2S+1: 1
- Charge: 0
- E_HOMO: -9.749 eV
- E_tot: -10967.4909 eV
- Maximum force: 2.5 eV/A

=====

# 7
Density functional theory data (wB97M-V/def2-TZVPD) for C31H32AsN4S3Ti as an isolated structure.

Geometry as XYZ:
```
72
Properties=species:S:1:pos:R:3:mulliken_charge:R:1
Ti 0.014 0.020 -0.531 -1.0768
C 3.639 -0.626 2.149 -0.9011
C 3.495 0.406 3.072 -0.9513
C 2.359 1.190 3.035 -0.5550
C 1.376 0.934 2.070 0.5453
C 1.527 -0.040 1.078 0.1307
C 2.687 -0.821 1.166 0.1600
C 0.054 1.587 2.115 1.0536
C -0.323 2.494 3.141 -0.7711
C -1.606 2.932 3.223 -1.1698
C -2.569 2.469 2.299 1.2864
C -3.921 2.869 2.349 -0.8621
C -4.817 2.390 1.435 -0.5830
C -4.387 1.490 0.443 -0.9073
C -3.079 1.095 0.366 -0.5413
C -2.133 1.584 1.292 -0.3025
N -0.825 1.181 1.206 0.9906
H 4.517 -1.261 2.186 0.4272
H 4.259 0.587 3.817 0.3628
H 2.248 1.981 3.764 0.3530
H 2.863 -1.592 0.423 0.2417
H 0.414 2.829 3.854 0.3284
H -1.908 3.627 3.999 0.4052
H -4.229 3.561 3.124 0.3737
H -5.855 2.694 1.471 0.3841
H -5.099 1.108 -0.276 0.4669
H -2.758 0.424 -0.420 0.6611
S -0.459 -2.271 0.399 -0.4533
C -1.797 -3.058 -0.366 1.0346
C -2.278 -4.263 0.245 -0.1946
N -2.661 -5.228 0.741 -0.5810
C -2.384 -2.590 -1.501 0.1908
S -1.818 -1.111 -2.251 -0.5897
C -3.491 -3.260 -2.098 -0.0628
N -4.371 -3.787 -2.623 -0.5963
C 0.676 -1.507 -4.506 -0.9576
N 0.490 -2.335 -3.305 0.9115
C -0.081 -3.648 -3.638 -1.0754
C 1.720 -2.491 -2.491 -1.1037
C 2.489 -1.214 -2.330 0.8090
C 3.744 -1.150 -2.947 -0.6146
C 4.538 -0.028 -2.832 -0.8243
C 4.058 1.044 -2.088 -0.7682
C 2.813 0.971 -1.490 0.6070
C 1.972 -0.147 -1.589 0.3805
H -0.272 -1.465 -5.038 0.3664
H 1.446 -1.940 -5.148 0.3851
H 0.966 -0.503 -4.205 0.2999
H -0.333 -1.764 -2.815 -0.2642
H 0.572 -4.177 -4.334 0.3517
H -1.064 -3.510 -4.086 0.3650
H -0.192 -4.231 -2.726 0.3774
H 2.342 -3.252 -2.974 0.5380
H 1.391 -2.883 -1.520 0.1875
H 4.098 -2.005 -3.515 0.3148
H 5.510 0.013 -3.306 0.3402
H 4.658 1.938 -1.973 0.4085
H 2.471 1.828 -0.919 0.1495
C -0.989 5.352 -2.043 -1.1410
As -1.010 4.601 -0.229 0.4675
C -1.347 6.317 0.707 -1.3183
C 0.936 4.612 0.028 -0.9105
S -0.445 1.642 -1.850 -0.6072
H -0.423 6.285 -2.068 0.3600
H -2.012 5.537 -2.371 0.3621
H -0.537 4.620 -2.711 0.3156
H -0.714 7.120 0.327 0.3794
H -1.156 6.189 1.772 0.3309
H -2.393 6.601 0.587 0.3918
H 1.337 5.619 -0.098 0.5471
H 1.381 3.936 -0.701 0.1089
H 1.176 4.245 1.028 0.2327
```

Properties
- Kohn-Sham gap: 6.83 eV
- 2S+1: 1
- Charge: -1
- E_HOMO: -4.754 eV
- E_tot: -155088.9643 eV
- Maximum force: 1.5 eV/A

=====

# 8
Density functional theory data (wB97M-V/def2-TZVPD) for a 2-piece molecular cluster, C2H3ClFNO2 overall.

Geometry as XYZ:
```
10
Properties=species:S:1:pos:R:3:mulliken_charge:R:1
C -1.498 0.207 -0.004 -0.8404
C 0.584 0.384 -0.278 0.3143
N 1.211 -0.848 0.267 0.8698
O 0.740 -1.285 1.284 -0.5008
O 2.144 -1.286 -0.350 -0.5132
F 0.818 0.485 -1.586 -0.1974
Cl 1.128 1.788 0.606 -0.1227
H -1.633 0.673 0.951 0.3292
H -1.861 0.742 -0.862 0.3486
H -1.633 -0.860 -0.028 0.3127
```

Properties
- Kohn-Sham gap: 10.21 eV
- 2S+1: 1
- Charge: 0
- E_HOMO: -10.612 eV
- E_tot: -22942.7565 eV
- Maximum force: 4.8 eV/A